#a
This record from OMol25 describes a cluster of 3 separate species, C6H14O2 in total. The level of theory is ωB97M-V/def2-TZVPD.

LUMO = 0.56 eV
E_HOMO = -8.918 eV
SMILES string = C=C/C(C)=C/C.O.O
Kohn-Sham gap = 9.475 eV

Each line ends with the Mulliken charge.
Positions of all 22 atoms, in Å:
1 O -3.92 2.33 -0.63  -0.6336
2 O -2.98 5.16 -0.21  -0.6581
3 C 1.46 -1.89 0.22  0.4984
4 C 2.18 -0.92 -0.34  -0.1850
5 C 1.37 -3.20 -0.46  -1.1382
6 C -0.04 -1.23 2.22  -0.7115
7 C 2.76 -0.69 -1.72  -1.1535
8 C 0.94 -1.89 1.61  -0.3690
9 H -2.12 4.78 -0.40  0.3218
10 H 2.15 -1.12 -2.51  0.3744
11 H -4.20 3.22 -0.87  0.3356
12 H 1.31 -2.67 2.29  0.2579
13 H -3.13 2.25 -1.18  0.3003
14 H 1.48 -3.00 -1.53  0.3234
15 H 2.70 0.41 -1.76  0.3223
16 H -0.21 -1.11 3.29  0.2695
17 H 0.32 -3.70 -0.48  0.3096
18 H 2.51 -0.09 0.26  0.3674
19 H -3.26 5.08 0.70  0.3337
20 H -0.57 -0.39 1.80  0.2798
21 H 2.21 -3.83 -0.17  0.2814
22 H 3.85 -0.86 -1.81  0.2734

=====

#b
This record from OMol25 describes the molecule C6H14O2. The level of theory is ωB97M-V/def2-TZVPD.

LUMO = 0.81 eV
E_HOMO = -9.841 eV
SMILES string = COCC(C)(C)CO
Kohn-Sham gap = 10.655 eV

Each line ends with the Mulliken charge.
Positions of all 22 atoms, in Å:
1 O 2.44 -1.65 -0.81  -0.5293
2 O -1.47 1.00 0.43  -0.3078
3 C -0.94 -0.27 -0.06  -1.2234
4 C 1.08 0.06 1.39  -1.8438
5 C -2.86 1.11 0.27  -0.7627
6 C 0.57 -0.15 -0.04  2.0397
7 C 1.06 -1.57 -0.59  -0.9787
8 C 1.06 0.96 -0.96  -1.8509
9 H 2.15 0.22 1.40  0.4741
10 H 0.93 1.94 -0.49  0.4016
11 H 0.75 -2.34 0.13  0.4140
12 H 0.53 1.00 -1.91  0.3879
13 H 0.84 -0.80 2.01  0.3749
14 H -3.20 2.02 0.76  0.2450
15 H 0.58 0.93 1.81  0.4320
16 H -3.38 0.25 0.69  0.2998
17 H 0.61 -1.82 -1.56  0.4015
18 H -1.29 -1.06 0.60  0.4811
19 H -3.14 1.18 -0.80  0.2930
20 H 2.88 -1.43 0.02  0.3398
21 H -1.30 -0.45 -1.08  0.5130
22 H 2.11 0.85 -1.21  0.3991

=====

#c
This record from OMol25 describes a cluster of 3 separate species, C6H14O2 in total. The level of theory is ωB97M-V/def2-TZVPD.

LUMO (alpha / beta) = 0.74 / 0.74 eV
E_HOMO (alpha / beta) = -6.262 / -6.261 eV
Kohn-Sham gap (alpha / beta) = 7.004 / 7.000 eV

Each line ends with the Mulliken charge.
Positions of all 22 atoms, in Å:
1 O 0.76 -2.41 -0.34  -0.5192
2 O 0.59 1.79 0.64  -0.4761
3 C 1.55 -1.10 1.57  -1.0299
4 C -1.43 2.04 -1.51  -1.1818
5 C -1.51 -0.42 0.27  -1.2467
6 C 1.33 -1.19 0.08  -0.1550
7 C -0.44 0.03 -0.67  0.1203
8 C 0.40 1.10 -0.49  -0.3826
9 H -2.49 -0.29 -0.18  0.3453
10 H 2.02 -0.16 1.84  0.2920
11 H 2.22 -0.94 -0.51  0.3508
12 H -1.36 -1.48 0.48  0.3991
13 H -1.50 0.11 1.22  0.2847
14 H -0.11 1.58 1.28  0.3514
15 H 2.21 -1.91 1.93  0.4062
16 H -0.41 -0.43 -1.65  0.3609
17 H 1.17 1.32 -1.22  0.4888
18 H 1.27 -3.15 0.02  0.2948
19 H 0.61 -1.21 2.12  0.2446
20 H -2.01 1.49 -2.25  0.3542
21 H -0.85 2.84 -1.96  0.4014
22 H -2.02 2.38 -0.66  0.2969

=====

#d
This record from OMol25 describes a cluster of 2 separate species, C6H14O2 in total. The level of theory is ωB97M-V/def2-TZVPD.

LUMO = 0.63 eV
E_HOMO = -9.653 eV
SMILES string = CC[C@H](C)CC=O.O
Kohn-Sham gap = 10.279 eV

Each line ends with the Mulliken charge.
Positions of all 22 atoms, in Å:
1 O 2.19 2.02 -1.56  -0.4670
2 O -0.01 -2.84 1.02  -0.6028
3 C 1.61 0.29 0.07  -0.8699
4 C -0.74 0.40 0.98  -0.6226
5 C -2.15 0.97 0.67  -1.1923
6 C -0.35 -0.44 -1.37  -1.3461
7 C 2.52 1.13 -0.83  -0.0538
8 C 0.16 0.54 -0.27  0.5263
9 H 3.60 0.98 -0.63  0.3594
10 H -2.79 0.30 0.09  0.3009
11 H -0.84 -3.31 1.05  0.2985
12 H -0.05 1.55 -0.61  0.4499
13 H -0.58 0.98 1.91  0.3947
14 H -0.11 0.08 -2.30  0.3654
15 H -2.63 1.31 1.59  0.3692
16 H -2.02 1.88 0.08  0.2987
17 H 0.23 -3.04 0.12  0.3055
18 H -1.34 -0.83 -1.19  0.3897
19 H 0.33 -1.29 -1.34  0.2098
20 H 1.95 -0.74 0.13  0.3746
21 H 1.81 0.72 1.08  0.3472
22 H -0.79 -0.66 1.30  0.1647

=====

Result of the stability comparison: #c is the least stable of them.

=====

#a
This record from OMol25 describes a cluster of 2 separate species, CN3O2S in total. The level of theory is ωB97M-V/def2-TZVPD.

LUMO (alpha / beta) = 3.04 / 3.04 eV
Charge = -1
E_HOMO (alpha / beta) = -3.704 / -3.703 eV
Kohn-Sham gap (alpha / beta) = 6.742 / 6.741 eV

Each line ends with the Mulliken charge.
Positions of all 7 atoms, in Å:
1 S 1.74 0.91 0.76  -0.5551
2 O -1.74 -0.46 -1.16  -0.5987
3 O -2.76 0.36 0.67  -0.4163
4 N -1.72 -0.06 -0.07  1.1338
5 N -1.16 0.10 0.96  -0.2165
6 N 3.13 -0.79 -0.91  -0.5651
7 C 2.53 -0.05 -0.24  0.2178

=====

#b
This record from OMol25 describes a cluster of 2 separate species, CN3O2S in total. The level of theory is ωB97M-V/def2-TZVPD.

LUMO = 2.12 eV
Charge = -1
E_HOMO = -4.024 eV
Kohn-Sham gap = 6.140 eV

Each line ends with the Mulliken charge.
Positions of all 7 atoms, in Å:
1 S -0.86 1.47 0.83  -0.4801
2 O 1.82 -1.17 -1.00  -0.5161
3 O -0.08 -1.46 1.83  -0.4534
4 N 1.26 -1.56 0.05  0.1367
5 N -1.39 2.12 -1.83  -0.5543
6 N 0.52 -1.13 0.88  0.6400
7 C -1.27 1.74 -0.74  0.2272

=====

Result of the stability comparison: #a is the least stable of them.